Version A
14
Properties=species:S:1:pos:R:3:mulliken_charge:R:1 method="wB97M-V/def2-TZVPD" lumo_ev=1.046 multiplicity=1 charge=0
C 1.5682 0.5546 -0.4355 -0.573
C 0.7619 -0.3400 0.1340 -0.336
C 0.3696 -0.1860 1.5844 -1.121
H 1.9662 0.2995 -1.4680 0.235
H 1.7733 1.4472 -0.0118 0.335
H 0.5492 -1.3655 -0.2648 0.479
H -0.6731 -0.3279 1.6146 0.361
H 0.6452 0.7175 2.0109 0.340
H 1.0830 -0.9039 2.1377 0.275
O -1.5691 0.2430 -0.5412 -0.564
P -1.6015 -0.4964 -2.0489 0.015
H -0.5780 0.2510 -0.5271 0.485
H -2.4597 0.3697 -2.6725 0.034
H -2.7916 -1.3021 -1.7888 0.034


Version B
14
Properties=species:S:1:pos:R:3:mulliken_charge:R:1 method="wB97M-V/def2-TZVPD" lumo_ev=0.709 multiplicity=1 charge=0
C -1.4243 -0.8672 -0.6590 -1.110
P -0.2743 0.5510 -0.4269 0.941
C -0.1822 0.7592 1.4735 -1.160
C 1.3764 0.4419 -1.1509 -0.997
O -1.0366 1.8416 -1.0539 -0.752
H -2.3389 -0.5376 -0.3764 0.346
H -1.3281 -0.8845 -1.8054 0.310
H -1.1383 -1.6744 -0.0805 0.405
H -0.9565 0.2124 1.9617 0.372
H 0.6640 0.3453 1.9283 0.399
H -0.2606 1.8589 1.4500 0.286
H 1.7106 -0.6783 -1.2235 0.307
H 1.4115 0.9957 -2.1817 0.293
H 2.0698 0.9698 -0.5797 0.362


Least stable: version A


Version A
9
Properties=species:S:1:pos:R:3:mulliken_charge:R:1 method="wB97M-V/def2-TZVPD" lumo_ev="-1.074 / -1.504" multiplicity=1 charge=0
C -0.1904 0.5580 0.4438 0.008
C 1.5765 -0.3037 -0.7006 -0.014
C -1.3806 -0.2291 0.1798 -0.765
Cl 2.7273 0.9405 -0.5372 -0.084
Br -0.1410 2.3559 0.2439 -0.007
Br 2.0550 -1.8957 0.2980 -0.101
H -1.0278 -0.5867 -0.8853 0.313
H -1.3058 -1.1823 0.6213 0.312
H -2.3132 0.3431 0.3363 0.337


Version B
9
Properties=species:S:1:pos:R:3:mulliken_charge:R:1 method="wB97M-V/def2-TZVPD" lumo_ev="-1.318 / -1.093" multiplicity=1 charge=0
C -0.4686 -0.0365 0.5728 -0.008
C 1.3123 1.3317 -0.2640 0.031
C -0.6917 -1.2100 -0.2742 -0.811
Cl 1.0870 2.8526 0.3806 -0.050
Br -1.9176 1.0515 0.8940 -0.052
Br 2.9143 0.5035 0.2552 -0.049
H -0.8110 -0.8675 -1.3090 0.300
H 0.1770 -1.8657 -0.2340 0.252
H -1.6017 -1.7595 -0.0213 0.387


Least stable: version A


Version A
9
Properties=species:S:1:pos:R:3:mulliken_charge:R:1 method="wB97M-V/def2-TZVPD" lumo_ev=7.202 multiplicity=1 charge=-2
C -1.0074 1.8670 -1.0845 -0.778
N -0.0556 0.9037 -0.1301 -0.380
O 0.6008 -1.3626 2.1992 -0.747
O -0.4511 -1.9590 -0.2037 -0.704
O -2.2073 1.7264 -0.9165 -0.184
O 1.9461 -1.0492 0.0796 -0.676
P 0.6077 -1.2438 0.6508 0.805
H -0.3337 -0.1157 -0.1849 0.366
H 0.9006 1.2331 -0.4098 0.297


Version B
9
Properties=species:S:1:pos:R:3:mulliken_charge:R:1 method="wB97M-V/def2-TZVPD" lumo_ev=6.636 multiplicity=1 charge=-2
C -1.7175 -0.3699 0.9280 -0.005
N -1.6114 -1.5073 0.7668 -0.256
O 1.7555 -1.5514 -2.5698 -0.822
O 0.7241 0.5304 -1.7420 -0.581
O 2.4894 -0.7524 -0.2688 -0.787
O 0.1288 -1.7592 -0.5205 -0.698
P 1.3549 -1.0760 -1.1867 0.780
H -1.3594 0.6443 0.7500 0.195
H 0.1825 0.9996 -1.0946 0.173


Least stable: version A